# 1
{
  "formula": "C5H7NO",
  "method": "ωB97M-V/def2-TZVPD",
  "symbols": ["O", "N", "C", "C", "C", "C", "C", "H", "H", "H", "H", "H", "H", "H"],
  "coordinates": [[-1.62, -0.84, -1.51], [-1.59, -0.52, 0.78], [-1.03, -0.64, -0.48], [0.48, -0.41, -0.30], [0.99, 0.71, -1.21], [-0.64, -0.16, 1.76], [0.58, -0.15, 1.16], [1.00, -1.34, -0.53], [-0.42, 0.89, 2.03], [2.08, 0.84, -1.11], [1.46, 0.15, 1.72], [0.76, 0.46, -2.25], [-2.57, -0.67, 0.93], [0.51, 1.68, -0.99]],
  "nbo_charge": [-0.590, -0.636, 0.685, -0.389, -0.589, -0.161, -0.126, 0.251, 0.260, 0.214, 0.217, 0.236, 0.417, 0.212],
  "homo_ev": -9.0,
  "charge": 0
}



# 2
{
  "formula": "C3H11N2O",
  "method": "ωB97M-V/def2-TZVPD",
  "symbols": ["O", "N", "N", "C", "C", "C", "H", "H", "H", "H", "H", "H", "H", "H", "H", "H", "H"],
  "coordinates": [[2.90, 0.90, 0.43], [-0.85, 2.05, 1.14], [-1.25, 0.15, -0.19], [-1.14, -1.26, -0.33], [0.07, -1.62, -1.31], [-0.48, 0.91, 0.66], [0.23, 0.34, 1.24], [3.63, 0.86, -0.21], [-0.56, 2.38, 2.06], [1.04, -1.40, -0.87], [3.16, 0.28, 1.11], [-0.05, -0.97, -2.16], [-1.46, 2.63, 0.56], [-2.06, 0.69, -0.52], [-0.03, -2.69, -1.50], [-1.05, -1.72, 0.65], [-2.09, -1.54, -0.77]],
  "nbo_charge": [-0.974, -0.506, -0.224, -0.239, -0.529, 0.401, 0.269, 0.504, 0.497, 0.254, 0.483, 0.250, 0.459, 0.456, 0.303, 0.312, 0.284],
  "s2": 0.768,
  "spin_multiplicity": 2,
  "homo_ev": [-18.5, -18.4],
  "charge": 2
}



# 3
{
  "formula": "C10H15ClSSi",
  "method": "ωB97M-V/def2-TZVPD",
  "symbols": ["Cl", "S", "Si", "C", "C", "C", "C", "C", "C", "C", "C", "C", "C", "H", "H", "H", "H", "H", "H", "H", "H", "H", "H", "H", "H", "H", "H", "H"],
  "coordinates": [[-0.18, 1.64, 1.44], [0.50, 0.25, -1.72], [-0.94, 0.49, -0.07], [3.60, -1.34, 0.25], [-1.80, -1.99, 1.15], [2.06, 0.06, -0.92], [-2.86, -2.73, 0.39], [4.07, 1.00, -0.03], [2.87, 1.16, -0.71], [-2.64, 1.38, -0.44], [-2.60, 2.91, -0.58], [4.44, -0.25, 0.42], [2.37, -1.17, -0.38], [-3.28, 1.04, 0.34], [-1.04, -2.66, 1.50], [-3.23, 1.15, -1.27], [-2.29, -3.33, -0.38], [2.54, 2.19, -1.11], [3.78, -2.42, 0.74], [-2.55, 3.33, -1.57], [4.70, 1.82, 0.29], [-2.36, -1.26, 1.79], [-3.54, -3.37, 0.90], [5.44, -0.37, 0.82], [-3.41, 3.34, -0.06], [1.61, -1.98, -0.59], [-3.54, -2.17, -0.19], [-1.73, 3.26, -0.02]],
  "nbo_charge": [-0.392, -0.155, 1.173, -0.202, -0.492, -0.182, -0.672, -0.210, -0.204, -0.865, -0.611, -0.213, -0.222, 0.236, 0.197, 0.244, 0.198, 0.233, 0.225, 0.213, 0.220, 0.189, 0.213, 0.218, 0.213, 0.235, 0.206, 0.208],
  "homo_ev": [-7.7, -7.7],
  "charge": 0
}



# 4
{
  "formula": "CH3O4P",
  "method": "ωB97M-V/def2-TZVPD",
  "symbols": ["P", "O", "O", "O", "O", "C", "H", "H", "H"],
  "coordinates": [[-0.59, -0.19, 0.76], [-0.35, -1.32, -0.36], [2.06, -0.47, 0.53], [-1.96, 0.42, 0.15], [0.39, 0.97, 0.01], [1.61, 0.48, -0.07], [-1.78, 1.32, -0.05], [0.54, -1.54, -0.30], [2.32, 1.23, -0.59]],
  "nbo_charge": [1.567, -0.988, -0.603, -0.986, -0.760, 0.643, 0.497, 0.497, 0.132],
  "homo_ev": -9.9,
  "charge": 0
}



# 5
{
  "formula": "C22H24Cl",
  "method": "ωB97M-V/def2-TZVPD",
  "symbols": ["Cl", "C", "C", "C", "C", "C", "C", "C", "C", "C", "C", "C", "C", "C", "C", "C", "C", "C", "C", "C", "C", "C", "C", "H", "H", "H", "H", "H", "H", "H", "H", "H", "H", "H", "H", "H", "H", "H", "H", "H", "H", "H", "H", "H", "H", "H", "H"],
  "coordinates": [[-8.05, -1.10, 7.74], [1.40, 0.82, 2.26], [-6.27, 0.53, 6.40], [-1.00, 0.21, 2.35], [-4.97, 0.86, 2.84], [-5.85, 0.36, 4.01], [-3.71, 0.07, 2.70], [-7.27, -0.47, 6.29], [-6.92, -0.53, 3.90], [-0.58, -1.18, 2.37], [-6.08, 1.06, 1.60], [-6.04, 2.31, 1.12], [-4.90, 3.11, 1.69], [1.76, -0.51, 2.29], [-4.66, 2.34, 3.02], [-0.24, 2.66, 2.28], [-1.52, -2.33, 2.37], [0.06, 1.21, 2.29], [0.75, -1.50, 2.36], [-7.66, -0.92, 5.02], [-2.38, 0.65, 2.30], [3.21, -0.93, 2.24], [-5.54, 0.85, 5.27], [-2.53, 1.63, 1.84], [2.17, 1.56, 2.22], [3.43, -1.53, 1.34], [3.48, -1.55, 3.12], [-3.42, -0.71, 3.45], [-0.71, 2.99, 1.33], [-1.83, -2.58, 3.38], [-6.73, 2.80, 0.44], [-4.05, 2.94, 1.05], [1.06, -2.55, 2.38], [3.85, -0.02, 2.23], [-1.03, -3.21, 1.97], [-7.28, -0.84, 2.94], [-2.40, -2.14, 1.78], [-0.92, 2.96, 3.09], [-6.07, 0.97, 7.38], [0.67, 3.26, 2.40], [-5.02, 4.19, 1.86], [-8.52, -1.60, 4.95], [-6.76, 0.27, 1.20], [-3.66, 2.39, 3.43], [-4.19, -0.34, 1.84], [-5.37, 2.81, 3.70], [-4.79, 1.64, 5.39]],
  "nbo_charge": [0.020, -0.266, -0.218, -0.122, -0.066, -0.020, -0.563, -0.010, -0.196, 0.120, -0.204, -0.170, -0.435, 0.171, -0.398, -0.668, -0.658, 0.142, -0.253, -0.221, 0.187, -0.659, -0.212, 0.211, 0.234, 0.255, 0.253, 0.263, 0.245, 0.247, 0.236, 0.192, 0.232, 0.233, 0.243, 0.218, 0.228, 0.236, 0.239, 0.246, 0.235, 0.242, 0.229, 0.190, 0.336, 0.239, 0.215],
  "homo_ev": -11.3,
  "charge": 1
}



# 6
{
  "formula": "C4H7NO2",
  "method": "ωB97M-V/def2-TZVPD",
  "symbols": ["O", "O", "N", "C", "C", "C", "C", "H", "H", "H", "H", "H", "H", "H"],
  "coordinates": [[0.29, 2.15, 0.05], [0.51, -2.21, 0.98], [-1.75, 1.18, 0.27], [-0.41, 1.16, 0.00], [0.13, -0.23, -0.33], [-0.12, -1.19, 0.82], [1.60, -0.21, -0.76], [-2.17, 2.07, 0.50], [2.20, 0.31, -0.02], [1.71, 0.30, -1.72], [-0.48, -0.62, -1.16], [-2.34, 0.38, 0.13], [-0.94, -0.93, 1.52], [1.97, -1.24, -0.86]],
  "nbo_charge": [-0.594, -0.503, -0.833, 0.677, -0.433, 0.447, -0.602, 0.409, 0.230, 0.222, 0.243, 0.392, 0.113, 0.230],
  "homo_ev": -10.0,
  "charge": 0
}



# 7
{
  "formula": "C4H6BrNO2S",
  "method": "ωB97M-V/def2-TZVPD",
  "symbols": ["Br", "S", "O", "O", "N", "C", "C", "C", "C", "H", "H", "H", "H", "H", "H"],
  "coordinates": [[4.08, 0.39, 0.69], [-0.89, 0.60, -0.76], [0.77, -0.51, -1.26], [1.34, -0.73, 0.86], [1.65, -0.37, -0.29], [2.77, 0.22, -0.61], [-1.60, -0.66, 0.28], [-0.41, 1.64, 0.39], [-2.76, -1.21, -0.03], [2.97, 0.47, -1.64], [-3.30, -0.96, -0.93], [-0.05, 2.60, 0.09], [-3.22, -1.94, 0.62], [-0.34, 1.37, 1.43], [-1.01, -0.90, 1.15]],
  "nbo_charge": [0.131, 0.619, -0.408, -0.507, 0.312, -0.119, -0.359, -0.618, -0.368, 0.234, 0.204, 0.210, 0.208, 0.220, 0.243],
  "s2": 2.043,
  "spin_multiplicity": 3,
  "homo_ev": [-6.2, -8.8],
  "charge": 0
}



# 8
{
  "formula": "C8H21NOP2Pd",
  "method": "ωB97M-V/def2-TZVPD",
  "symbols": ["Pd", "P", "P", "O", "N", "C", "C", "C", "C", "C", "C", "C", "C", "H", "H", "H", "H", "H", "H", "H", "H", "H", "H", "H", "H", "H", "H", "H", "H", "H", "H", "H", "H", "H"],
  "coordinates": [[-0.23, -0.43, -0.09], [-0.25, -0.02, -2.41], [0.45, -0.46, 2.09], [-3.09, 0.54, 0.07], [-1.37, 3.45, 2.53], [0.82, 1.17, -3.30], [0.24, -1.64, -3.01], [1.22, -2.12, 2.28], [1.67, 0.57, 2.96], [-0.72, 3.25, 1.58], [-1.90, 0.27, -3.06], [-0.91, -0.56, 3.28], [-2.02, 0.09, 0.04], [0.48, 2.19, -3.07], [-1.65, -1.28, 2.92], [-2.21, 1.30, -2.82], [-1.84, 0.15, -4.15], [1.90, 0.15, 3.94], [1.26, -1.84, -2.68], [0.50, -2.87, 1.90], [-2.60, -0.45, -2.64], [2.13, -2.14, 1.67], [1.29, 1.58, 3.10], [2.60, 0.63, 2.39], [-0.54, -0.85, 4.27], [0.19, -1.65, -4.11], [1.08, 0.38, -0.94], [1.86, 1.03, -2.97], [-0.45, -2.39, -2.59], [-1.39, 0.42, 3.36], [1.41, -0.18, -0.15], [1.47, -2.33, 3.33], [0.74, 0.96, -4.38], [-0.12, 3.06, 0.68]],
  "nbo_charge": [0.019, 0.953, 0.907, -0.533, -0.326, -0.960, -0.984, -0.953, -0.961, 0.065, -0.964, -0.959, 0.249, 0.244, 0.250, 0.249, 0.224, 0.228, 0.249, 0.248, 0.259, 0.236, 0.245, 0.239, 0.222, 0.210, -0.052, 0.246, 0.261, 0.252, -0.047, 0.209, 0.232, 0.244],
  "s2": 2.008,
  "spin_multiplicity": 3,
  "homo_ev": [-4.6, -8.7],
  "charge": 0
}



# 9
{
  "formula": "C4H13N3O",
  "method": "ωB97M-V/def2-TZVPD",
  "symbols": ["O", "N", "N", "N", "C", "C", "C", "C", "H", "H", "H", "H", "H", "H", "H", "H", "H", "H", "H", "H", "H"],
  "coordinates": [[0.05, 2.63, -0.96], [1.59, -0.74, -0.79], [0.65, -2.84, 0.19], [-2.38, 1.24, 1.44], [0.62, -1.58, -0.10], [1.84, -3.59, -0.25], [-1.27, 1.36, 0.54], [-1.06, 2.80, -0.02], [-1.45, 0.69, -0.30], [1.79, 0.03, -0.13], [1.57, -4.35, -1.01], [2.34, -4.07, 0.59], [-0.20, -0.94, 0.27], [-0.78, 3.50, 0.80], [1.19, -0.24, -1.57], [-0.30, 1.07, 0.99], [-2.69, 0.25, 1.67], [-2.31, 1.82, 2.25], [2.52, -2.87, -0.72], [0.10, 3.41, -1.48], [-1.93, 3.18, -0.57]],
  "nbo_charge": [-0.739, -0.901, -0.404, -0.857, 0.256, -0.464, -0.223, -0.068, 0.195, 0.373, 0.203, 0.203, 0.143, 0.160, 0.383, 0.152, 0.380, 0.360, 0.204, 0.469, 0.174],
  "homo_ev": -9.3,
  "charge": 0
}



# 10
{
  "formula": "C35H47N6Tb",
  "method": "ωB97M-V/def2-TZVPD",
  "symbols": ["Tb", "N", "N", "N", "N", "N", "N", "C", "C", "C", "C", "C", "C", "C", "C", "C", "C", "C", "C", "C", "C", "C", "C", "C", "C", "C", "C", "C", "C", "C", "C", "C", "C", "C", "C", "C", "C", "C", "C", "C", "C", "C", "H", "H", "H", "H", "H", "H", "H", "H", "H", "H", "H", "H", "H", "H", "H", "H", "H", "H", "H", "H", "H", "H", "H", "H", "H", "H", "H", "H", "H", "H", "H", "H", "H", "H", "H", "H", "H", "H", "H", "H", "H", "H", "H", "H", "H", "H", "H"],
  "coordinates": [[-0.36, 0.46, 0.36], [-4.48, -0.23, 1.82], [-1.13, 0.64, 2.95], [-1.30, 2.04, -0.84], [0.92, 2.09, 1.43], [1.25, 3.61, 3.06], [-2.67, -0.07, 0.56], [-0.87, -0.56, -3.80], [1.88, -1.25, 0.07], [0.07, -2.97, 2.42], [3.46, 5.32, 0.43], [0.73, -0.60, -1.86], [0.57, 2.47, 2.68], [1.83, 3.10, 0.94], [-6.10, -1.05, 0.04], [3.02, 5.08, 1.78], [-3.65, -1.09, -1.55], [3.01, 4.42, -0.59], [0.56, -0.13, -3.31], [2.12, 4.03, 1.97], [2.34, 3.24, -0.34], [-0.37, 1.77, 3.60], [0.15, -3.19, 0.88], [-2.79, 3.71, -2.36], [-2.58, 0.80, 2.95], [1.56, -0.85, -4.25], [1.85, -0.33, -1.02], [-4.85, -0.56, 0.49], [0.64, -1.97, 0.06], [-6.10, -1.59, -1.30], [3.20, -1.34, 0.86], [3.21, -1.98, 2.28], [-4.92, -1.66, -1.99], [-1.97, 2.75, -1.52], [-1.30, -3.53, 0.53], [-0.01, -1.59, -1.19], [4.19, -2.24, 0.05], [0.62, 1.40, -3.42], [-3.66, -0.56, -0.28], [-3.22, 0.14, 1.79], [3.95, -0.01, 0.76], [1.06, -4.42, 0.57], [1.21, 4.05, 3.97], [2.59, 0.42, -1.14], [4.26, -1.91, 2.60], [4.29, 0.12, -0.23], [2.56, -1.49, 3.05], [-1.97, -2.69, 0.60], [1.03, -2.68, 2.84], [3.91, -3.29, 0.16], [-1.36, -3.96, -0.41], [0.99, -4.61, -0.53], [-6.96, -1.91, -1.83], [-1.62, -4.29, 1.23], [-0.17, -3.95, 2.90], [-2.75, 1.90, 2.81], [0.49, 1.86, -4.42], [0.67, -5.30, 1.19], [4.11, 6.14, 0.18], [1.49, 1.85, -2.99], [4.19, -1.97, -1.03], [2.57, -0.63, -3.94], [-5.05, -0.18, 2.66], [0.17, 1.49, 4.51], [-2.75, -1.25, -2.18], [-2.16, 4.37, -2.98], [3.39, 0.90, 1.05], [4.88, -0.08, 1.39], [2.96, -3.00, 2.25], [2.24, 2.47, -1.09], [1.30, -0.74, -5.30], [-1.02, -0.26, 3.44], [-4.91, -2.09, -2.97], [-3.43, 4.32, -1.74], [-1.08, 2.58, 4.03], [5.16, -1.93, 0.51], [-1.70, 0.04, -3.38], [-1.13, -1.59, -3.63], [3.31, 4.60, -1.64], [-0.73, -2.37, 2.86], [-0.27, 1.92, -2.98], [-7.01, -0.91, 0.71], [2.07, -4.27, 0.80], [3.28, 5.82, 2.57], [1.44, -1.92, -4.10], [-0.87, -0.31, -4.88], [-3.01, 0.47, 3.93], [-0.91, -2.10, -1.67], [-3.53, 3.05, -2.92]],
  "lowdin_spin": [6.039, 0.000, -0.003, -0.001, -0.010, 0.000, -0.004, 0.000, -0.007, 0.000, 0.000, -0.004, 0.000, 0.001, 0.000, 0.000, 0.000, 0.000, 0.000, 0.000, 0.000, 0.000, 0.000, 0.001, 0.000, 0.000, -0.005, 0.000, -0.006, 0.000, -0.001, 0.000, 0.000, 0.004, 0.000, -0.007, -0.001, 0.000, 0.000, 0.001, 0.000, 0.000, 0.000, 0.000, 0.000, 0.000, 0.000, 0.000, 0.000, 0.000, 0.000, 0.000, 0.000, 0.000, 0.000, 0.000, 0.000, 0.000, 0.000, 0.000, 0.000, 0.000, 0.000, 0.000, 0.000, 0.000, 0.000, 0.000, 0.000, 0.000, 0.000, 0.000, 0.000, 0.000, 0.000, 0.000, 0.000, 0.000, 0.000, 0.000, 0.000, 0.000, 0.000, 0.000, 0.000, 0.000, 0.000, 0.000, 0.000],
  "s2": 12.614,
  "spin_multiplicity": 7,
  "homo_ev": [-13.0, -13.0],
  "charge": 2
}



# 11
{
  "formula": "C2H4N4",
  "method": "ωB97M-V/def2-TZVPD",
  "symbols": ["N", "N", "N", "N", "C", "C", "H", "H", "H", "H"],
  "coordinates": [[-0.41, -0.17, 0.74], [-0.48, -0.84, 1.82], [-0.69, 1.58, 2.84], [0.46, -0.51, -0.23], [-0.58, 0.66, 2.14], [0.26, 0.07, -1.54], [0.77, -1.48, -0.16], [1.21, 0.06, -2.07], [-0.47, -0.48, -2.13], [-0.06, 1.10, -1.42]],
  "nbo_charge": [0.037, -0.210, -0.386, -0.382, 0.345, -0.426, 0.375, 0.218, 0.199, 0.231],
  "homo_ev": -9.2,
  "charge": 0
}



# 12
{
  "formula": "C4H5NO",
  "method": "ωB97M-V/def2-TZVPD",
  "symbols": ["O", "N", "C", "C", "C", "C", "H", "H", "H", "H", "H"],
  "coordinates": [[-0.51, 1.32, -0.88], [2.12, 1.56, 1.23], [-0.24, 0.75, 0.37], [-0.43, -1.51, -0.68], [1.07, 1.23, 0.89], [-0.22, -0.77, 0.39], [-0.39, -2.60, -0.63], [-1.02, 1.11, 1.04], [-0.65, -1.07, -1.65], [-0.01, -1.21, 1.36], [0.27, 1.20, -1.44]],
  "nbo_charge": [-0.674, -0.299, -0.027, -0.375, 0.242, -0.207, 0.211, 0.230, 0.206, 0.216, 0.477],
  "homo_ev": -10.7,
  "charge": 0
}



Number 1: energy -8834.218 eV. Number 2: energy -8295.873 eV. Number 3: energy -41847.241 eV. Number 4: energy -18565.583 eV. Number 5: energy -35716.537 eV. Number 6: energy -9846.758 eV. Number 7: energy -90699.252 eV. Number 8: energy -34227.178 eV. Number 9: energy -10875.002 eV. Number 10: energy -68419.213 eV. Number 11: energy -8093.780 eV. Number 12: energy -7765.179 eV.